A cluster of 2 separate species, C2H10N2O2P in total in a non-equilibrium geometry. Source: OMol25; level of theory: wB97M-V/def2-TZVPD.

The geometry in XYZ format:
```
17
Properties=species:S:1:pos:R:3:forces:R:3
H 2.30802 -1.77670 0.91057 -0.2 0.8 0.5
H -0.84559 1.82769 2.21261 0.2 0.0 3.9
O 1.32183 0.40925 2.55790 0.4 0.3 0.9
C 1.14118 -1.81610 -0.76158 3.6 4.2 -2.4
P 0.86679 0.00023 1.26358 -1.4 -0.2 -1.6
H -0.65225 0.58169 -0.49272 0.3 -0.1 2.3
H -0.52977 2.79489 0.83349 0.9 0.9 -0.2
H -2.28982 -0.07325 -1.62475 0.0 -0.4 -0.1
C -0.97306 1.91708 1.22752 1.6 0.0 -2.7
H -1.93186 1.96256 0.92702 -3.6 0.2 -0.4
H 0.20632 -1.59275 -1.08672 -2.9 1.2 -0.4
N -0.46810 0.71895 0.58970 2.9 -2.5 -2.2
H 1.86494 -1.35222 -1.53932 -1.3 -1.1 0.7
N 1.58170 -1.21058 0.46948 -1.1 0.0 1.2
O -1.40044 -0.16066 -2.00109 -0.3 1.4 -0.2
H -1.39393 0.57963 -2.65214 0.2 -0.8 0.3
H 1.19406 -2.80970 -0.83353 0.7 -4.0 0.5
```
Forces are in eV/Å.

HOMO energy (eV): -15.2
Spin multiplicity: 1
Relative energy (zero: lowest compared OMol25 entry of this formula, charge and spin) (kcal per mole): 60.2
Charge: +1
Largest force on an atom (hartree/bohr): 0.1179
Kohn-Sham gap (Eh): 0.4091